<P>
Molecular formula: C3H6O3
Method: DFT, ωB97M-V with the def2-TZVPD basis set

XYZ file:
```
12
Properties=species:S:1:pos:R:3
O 1.463 1.488 -0.104
C 1.018 0.637 0.631
C 0.419 -0.644 0.040
O 0.765 -0.695 -1.324
C -1.108 -0.462 0.180
O -1.408 0.919 -0.014
H 0.949 0.786 1.728
H 0.791 -1.533 0.576
H 1.261 0.130 -1.489
H -1.627 -1.090 -0.568
H -1.459 -0.742 1.185
H -0.960 1.154 -0.832
```

Properties
E_LUMO	0.029	Ha
SMILES	O=C[C@H](O)CO
orbital gap	11.1681	eV


<Q>
Molecular formula: C3H6O3
Method: DFT, ωB97M-V with the def2-TZVPD basis set

XYZ file:
```
12
Properties=species:S:1:pos:R:3
O -1.617 -0.115 -1.212
C -0.276 0.189 -1.297
C 0.326 1.219 -0.394
O -0.268 0.759 0.785
C 0.661 -0.145 -0.199
H -1.854 0.214 -0.326
H 0.133 0.081 -2.295
H 0.890 2.129 -0.433
H 1.546 -0.767 -0.046
O 0.515 -1.326 1.926
H 0.176 -0.414 1.911
H -0.234 -1.825 1.580
```

Properties
E_LUMO	0.031	Ha
SMILES	O[C@H]1[C@H]2O[C@@H]12.O
orbital gap	10.6542	eV


Which of them is the most stable, and which is the least stable? <P> and <Q>, in that order.


<P>
Molecular formula: C3H6O3
Method: DFT, ωB97M-V with the def2-TZVPD basis set

XYZ file:
```
12
Properties=species:S:1:pos:R:3
C -0.438 0.068 1.566
C 0.790 0.906 1.392
O 1.580 0.751 0.492
H -0.736 -0.103 0.531
H -1.226 0.567 2.119
H -0.233 -0.914 1.970
H 0.962 1.726 2.091
O -0.789 -1.382 -1.212
C -0.454 -0.789 -2.210
O 0.666 -0.076 -2.284
H -1.088 -0.786 -3.099
H 0.965 0.032 -1.355
```

Properties
E_LUMO	0.035	Ha
SMILES	CC=O.O=CO
orbital gap	11.2759	eV


<Q>
Molecular formula: C3H6O3
Method: DFT, ωB97M-V with the def2-TZVPD basis set

XYZ file:
```
12
Properties=species:S:1:pos:R:3
C 0.783 1.074 1.217
C 0.946 -0.374 1.491
O 0.049 -1.176 1.510
H 0.458 1.081 0.143
H 1.599 1.788 1.243
H -0.204 1.583 1.396
H 1.992 -0.673 1.612
O -0.521 -0.128 -2.995
C -1.203 -0.635 -2.135
O -0.860 -0.259 -0.879
H -2.090 -1.256 -2.327
H -0.950 -1.025 -0.277
```

Properties
E_LUMO	0.030	Ha
SMILES	CC=O.O=CO
orbital gap	11.1465	eV


<R>
Molecular formula: C3H6O3
Method: DFT, ωB97M-V with the def2-TZVPD basis set

XYZ file:
```
12
Properties=species:S:1:pos:R:3
C 2.598 0.361 1.438
C 1.673 -0.577 1.205
O 0.389 -0.360 0.778
H 3.594 0.194 1.800
H 2.238 1.366 1.136
H 1.941 -1.609 0.975
H -0.018 0.374 1.256
O -2.210 0.286 -0.218
C -1.828 0.292 -1.357
O -0.615 -0.026 -1.788
H -2.531 0.643 -2.130
H -0.093 -0.376 -1.036
```

Properties
E_LUMO	0.032	Ha
SMILES	C=CO.O=CO
orbital gap	10.4722	eV


<S>
Molecular formula: C3H6O3
Method: DFT, ωB97M-V with the def2-TZVPD basis set

XYZ file:
```
12
Properties=species:S:1:pos:R:3
O 2.101 1.071 0.175
C 1.157 0.557 0.733
C 0.319 -0.422 -0.037
O 0.704 -0.251 -1.370
C -1.195 -0.389 0.172
O -1.792 0.755 -0.382
H 1.009 0.615 1.820
H 0.717 -1.336 0.436
H 1.501 0.298 -1.260
H -1.631 -1.314 -0.239
H -1.407 -0.376 1.249
H -1.484 0.793 -1.298
```

Properties
E_LUMO	0.022	Ha
SMILES	O=C[C@H](O)CO
orbital gap	11.2121	eV


Which of them is the most stable, and which is the least stable? <P> and <Q>, in that order.